(i)
This record from the Open Molecules 2025 dataset describes a 2-piece molecular cluster, C5H9N3 overall. The level of theory is ωB97M-V with the def2-TZVPD basis set.

## Properties
structure (SMILES) = C=C(C)C#N.[H]/N=C/N
HOMO-LUMO gap = 8.606 eV

ORCA input file:
```
! RIJCOSX wB97M-V def2-TZVPD def2/J DEFGRID3
* xyz 0 1
C -2.16897 -0.60053 1.03658
C -1.23473 -0.15357 -0.05933
C -1.59285 -0.33275 -1.33763
C -0.49895 1.17613 0.33543
N -0.21562 2.27086 0.56676
H -2.95788 -1.25478 0.66821
H -1.60038 -1.10625 1.81784
H -2.72496 0.23427 1.46539
H -1.12741 0.17574 -2.16797
H -2.53410 -0.78511 -1.61598
N 2.07080 1.02030 0.11085
C 2.09952 -0.35529 -0.17832
N 3.11181 -0.98617 0.29142
H 2.64451 1.26571 0.90978
H 1.60050 1.76417 -0.38890
H 3.47998 -1.71719 -0.30768
H 1.64873 -0.61554 -1.14647
*
```

***

(ii)
This record from the Open Molecules 2025 dataset describes one molecule with the formula C5H9N3. The level of theory is ωB97M-V with the def2-TZVPD basis set.

## Properties
HOMO-LUMO gap (spin up / spin down) = 7.233 / 7.230 eV

ORCA input file:
```
! RIJCOSX wB97M-V def2-TZVPD def2/J DEFGRID3
* xyz 0 1
C 1.64632 -1.06438 0.56556
C -0.68793 1.13655 1.18868
N 1.64938 0.32367 0.23496
C -0.09737 0.37462 0.03098
N -1.49761 0.00791 -1.92908
C -0.46170 0.59217 -1.28179
C 0.06232 -1.36423 0.30060
N -0.73721 -2.20331 0.07662
H 1.78654 0.89121 1.06883
H -1.39382 -0.21144 -2.90126
H -2.01947 -0.66718 -1.37645
H 1.88843 -1.31239 1.60090
H 2.18660 -1.67557 -0.16130
H 0.19246 1.18959 -1.90420
H -0.45488 0.63182 2.12855
H -1.77616 1.20182 1.11826
H -0.28591 2.14916 1.24014
*
```

***

(iii)
This record from the Open Molecules 2025 dataset describes one molecule with the formula C5H9N3. The level of theory is ωB97M-V with the def2-TZVPD basis set.

## Properties
structure (SMILES) = C1CC2=NNC[C@@H]2N1
HOMO-LUMO gap = 9.042 eV

ORCA input file:
```
! RIJCOSX wB97M-V def2-TZVPD def2/J DEFGRID3
* xyz 0 1
C -1.85786 -0.01068 -0.17390
C -1.15471 1.35923 0.01183
C 0.31978 0.92550 0.42709
C 1.72919 -0.89831 -0.03128
C 0.28303 -0.63087 0.59297
H -2.59687 -0.12641 -1.02894
H -2.33603 -0.14263 0.79889
H -1.13452 1.88757 -0.96776
H -1.69334 2.00728 0.70793
H 2.77074 0.70410 -1.01776
H 2.28801 -1.53708 0.65410
H 1.48900 -1.38539 -0.93844
H 0.12820 -1.06840 1.61764
H -1.16998 -1.94594 -0.10013
N 1.43880 1.40912 0.03874
N 2.30162 0.41907 -0.23882
N -0.80507 -0.96615 -0.35216
*
```

***

Name the most stable of them. (iii).

***

(i)
This record from the Open Molecules 2025 dataset describes C5H9N3 as an isolated structure. The level of theory is ωB97M-V with the def2-TZVPD basis set.

## Properties
HOMO-LUMO gap = 9.411 eV

ORCA input file:
```
! RIJCOSX wB97M-V def2-TZVPD def2/J DEFGRID3
* xyz 0 1
C -0.85979 2.08259 -1.99893
C -0.89088 1.23782 -0.73522
C -0.37908 -0.41961 1.71351
C 1.48698 -1.35294 0.25688
C 1.20723 -2.84063 0.63027
H -0.79490 0.97838 -3.18047
H 0.31522 2.84609 -1.75602
H -1.94307 3.04632 -1.87073
H -1.59551 1.58882 0.16480
H 0.35374 -0.85513 2.57212
H -1.58092 -0.74045 1.67374
H 0.09023 0.78653 1.60038
H 2.08356 -0.90343 -0.72520
H 1.98502 -0.87564 1.20963
N -0.14270 0.19921 -0.69209
N -0.04165 -0.83439 0.26108
N 0.70652 -3.94356 0.87625
*
```

***

(ii)
This record from the Open Molecules 2025 dataset describes one molecule with the formula C5H9N3. The level of theory is ωB97M-V with the def2-TZVPD basis set.

## Properties
structure (SMILES) = C=CN(/C=N/C)N=C
HOMO-LUMO gap = 9.336 eV

ORCA input file:
```
! RIJCOSX wB97M-V def2-TZVPD def2/J DEFGRID3
* xyz 0 1
C -1.82733 -2.03425 -1.85494
C -0.44144 -0.20203 -0.90396
C 0.78657 -0.05659 1.13984
C 1.02062 0.07102 2.43198
C 1.15313 2.52079 0.41811
H -2.45941 -1.41218 -2.60360
H -2.57237 -2.57105 -1.31663
H -1.28320 -2.80710 -2.45581
H -0.31127 0.50975 -1.79928
H 1.19546 -0.99564 0.70966
H 2.04483 -0.21606 2.62241
H 0.41331 0.63011 3.15698
H 1.82280 2.00828 1.11523
H 1.27388 3.53531 0.13004
N -0.92230 -1.33353 -0.88900
N -0.08117 0.52396 0.19349
N 0.18789 1.82923 -0.09453
*
```

***

Name the most stable of them. (ii).

***

(i)
This record from the Open Molecules 2025 dataset describes one molecule with the formula C5H9N3. The level of theory is ωB97M-V with the def2-TZVPD basis set.

## Properties
structure (SMILES) = NCCc1c[nH]cn1
HOMO-LUMO gap = 8.765 eV

ORCA input file:
```
! RIJCOSX wB97M-V def2-TZVPD def2/J DEFGRID3
* xyz 0 1
C -1.43422 -1.24805 -0.76211
C -1.24574 0.28268 -0.40795
C 0.01140 0.51204 0.28534
C 0.68127 0.19864 1.63634
N 1.95056 0.42799 1.57824
C 2.16039 0.98013 0.31473
N 1.04496 1.02613 -0.39822
N -2.41107 -1.55137 -1.81277
H -1.77850 -1.83850 0.09255
H -0.37556 -1.62926 -1.00854
H -2.16711 0.49934 0.35464
H -1.51598 0.89072 -1.35029
H 0.25075 -0.38712 2.43007
H 2.77663 0.00451 1.98662
H 3.24151 1.20998 -0.10629
H -3.33910 -1.22416 -1.62754
H -2.22241 -1.19737 -2.74002
*
```

***

(ii)
This record from the Open Molecules 2025 dataset describes C5H9N3 as an isolated structure. The level of theory is ωB97M-V with the def2-TZVPD basis set.

## Properties
HOMO-LUMO gap = 8.669 eV

ORCA input file:
```
! RIJCOSX wB97M-V def2-TZVPD def2/J DEFGRID3
* xyz 0 1
C -1.07390 0.16920 -0.92984
C -1.22723 -0.66101 0.85434
C 0.07994 -0.19473 0.16323
C 0.91918 1.15713 0.48966
C 1.15387 -1.10579 -0.17124
H -0.78327 1.02161 -1.42152
H -1.23436 -0.69288 -1.52980
H -2.97963 0.13564 -0.36714
H -1.40475 -1.72368 0.52786
H -0.89994 -0.79910 1.99812
H 0.60075 1.46756 1.65246
H 0.39157 1.91407 -0.72678
H 2.95324 1.16218 0.18967
H 0.99896 -2.05969 -0.67658
N -2.06520 0.36970 0.07216
N 2.20246 0.57151 -0.06487
N 2.36829 -0.73172 -0.05973
*
```

***

(iii)
This record from the Open Molecules 2025 dataset describes one molecule with the formula C5H9N3. The level of theory is ωB97M-V with the def2-TZVPD basis set.

## Properties
structure (SMILES) = C1=N[C@H]2C[C@H](C2)NN1
HOMO-LUMO gap = 9.545 eV

ORCA input file:
```
! RIJCOSX wB97M-V def2-TZVPD def2/J DEFGRID3
* xyz 0 1
C 0.83575 -0.02897 -1.36436
C 1.28555 -0.49060 0.07303
C 1.03548 0.98103 0.55694
C 0.12693 1.18223 -0.72757
C -1.62888 0.04310 0.31164
H 1.70959 0.22876 -2.03835
H 0.29561 -0.75217 -1.94259
H 2.32062 -0.88696 0.18094
H 0.62995 1.09334 1.58832
H 1.93583 1.61856 0.51710
H 0.05099 2.14747 -1.24512
H -2.63197 0.00622 0.66797
H -1.39294 -1.44369 1.59840
H 0.32166 -2.17604 -0.21061
N -1.30151 1.10361 -0.31311
N -0.96271 -1.01765 0.82182
N 0.38303 -1.50828 0.60356
*
```

***

(iv)
This record from the Open Molecules 2025 dataset describes one molecule with the formula C5H9N3. The level of theory is ωB97M-V with the def2-TZVPD basis set.

## Properties
structure (SMILES) = C[C@@]12CNN=C[C@H]1N2
HOMO-LUMO gap = 9.300 eV

ORCA input file:
```
! RIJCOSX wB97M-V def2-TZVPD def2/J DEFGRID3
* xyz 0 1
C -0.66522 0.68729 1.22626
C -0.67872 0.27399 -0.27001
C 0.45926 1.02330 -0.83295
C 0.47108 -1.54660 0.35966
C -0.54058 -1.21955 -0.57976
H 0.37590 1.25363 1.34547
H -0.82347 -0.10834 1.95731
H -1.13677 1.56721 1.13970
H 0.23110 2.09296 -0.24100
H 0.31040 1.03173 -1.95351
H 2.49161 0.74497 -0.55475
H 0.57759 -2.46547 0.84675
H -0.07772 -1.41823 -1.61518
H -2.30311 -0.67837 0.06549
N 1.55142 0.14855 -0.50618
N 1.52891 -0.84965 0.32761
N -1.77168 -0.53744 -0.71490
*
```

***

Name the most stable of them. (i).